Computed, not measured: a cluster of 8 separate species, C34H73NO11S in total, with ωB97M-V with the def2-TZVPD basis set.

Geometry (Å):
O  -1.853698  -3.470796  -1.906001
C  -2.458741  -2.576058  -1.236055
C  -2.249000  -1.007703  -1.414149
C  -0.809676  -0.576239  -1.972324
C  -0.826712  1.052912  -2.036431
C  -0.878985  1.627927  -3.544180
C  -1.175901  3.204885  -3.443026
S  -0.716849  4.011543  -1.842616
O  -0.127926  5.392541  -2.097453
O  -2.028258  4.271451  -1.107366
O  0.214291  3.083512  -0.808872
C  0.438010  1.732606  -1.305164
N  -3.480744  -2.986664  -0.233664
C  -4.753682  -2.272474  -0.533432
C  -5.154391  -0.905992  0.093354
C  -6.451435  -0.127957  -0.238277
C  -7.424433  -0.760659  -1.262222
C  -7.092435  -2.136714  -1.876868
C  -5.769926  -2.904278  -1.534326
H  -3.035000  -0.584713  -2.124431
H  -2.382784  -0.469466  -0.399435
H  0.010468  -0.946464  -1.249373
H  -0.634589  -1.013692  -3.027703
H  -1.785147  1.403568  -1.488488
H  0.146228  1.498746  -4.061481
H  -1.693021  1.096610  -4.153920
H  -2.318749  3.330180  -3.560776
H  -0.713999  3.779681  -4.316322
H  0.688156  1.069104  -0.391099
H  1.382207  1.704008  -1.961590
H  -3.645964  -3.998977  -0.347636
H  -4.392443  -0.450253  0.828464
H  -6.630045  0.887756  0.260761
H  -8.366770  -0.186531  -1.534510
H  -7.856825  -2.590912  -2.607454
H  -5.578625  -3.922361  -2.034645
C  -5.562744  1.556670  -4.222924
C  -6.721336  2.210859  -3.486798
C  -7.037017  3.583998  -4.058987
O  -6.393447  2.336566  -2.105474
H  -4.651813  2.157898  -4.129776
H  -5.340177  0.575655  -3.793271
H  -5.790201  1.430184  -5.284683
H  -7.606735  1.572409  -3.553991
H  -6.177462  4.254975  -3.960551
H  -7.863484  4.046637  -3.513057
H  -7.309119  3.518498  -5.115740
H  -5.610560  2.900018  -2.034367
C  4.568831  2.179170  -2.977312
C  3.896723  1.003543  -3.663752
C  4.840654  0.313584  -4.635776
O  2.744631  1.464537  -4.366122
H  4.879559  2.934028  -3.707103
H  3.874874  2.670294  -2.291164
H  5.446880  1.856708  -2.414308
H  3.554301  0.285570  -2.912512
H  5.160848  1.002426  -5.424179
H  4.338917  -0.522452  -5.130690
H  5.727911  -0.065512  -4.122435
H  3.038088  2.100059  -5.032684
C  5.739213  3.518910  2.082831
C  4.895252  3.796621  0.849130
C  3.429185  3.472268  1.095060
O  5.375827  3.012618  -0.239642
H  5.689710  2.461644  2.360813
H  6.791161  3.745047  1.887568
H  5.404462  4.118794  2.932818
H  4.996155  4.847666  0.563721
H  3.299460  2.412165  1.338079
H  2.835726  3.665975  0.197137
H  3.025389  4.070213  1.916015
H  5.290325  2.080921  0.003478
C  -0.322230  -6.711642  1.197664
C  -1.833299  -6.831653  1.078799
C  -2.228246  -7.725984  -0.085943
O  -2.398272  -5.535140  0.894164
H  0.106047  -6.265885  0.294168
H  -0.053336  -6.057174  2.031389
H  0.140064  -7.689252  1.357259
H  -2.244178  -7.235983  2.008572
H  -1.865593  -7.315327  -1.033991
H  -3.316081  -7.793982  -0.166418
H  -1.823259  -8.733990  0.035286
H  -2.039969  -5.168364  0.072135
C  5.725448  2.335036  7.330355
C  4.882305  2.610715  6.095365
C  3.416912  2.288365  6.342124
O  5.364083  1.824622  5.006990
H  5.674464  1.277668  7.609891
H  6.777377  2.560212  7.135128
H  5.390764  2.936715  8.179310
H  4.984143  3.660943  5.807686
H  3.286100  1.229345  6.587489
H  2.824923  2.480287  5.443160
H  3.013048  2.888587  7.161486
H  5.278447  0.893340  5.251019
C  -6.625144  -8.686264  1.273617
C  -5.985264  -10.057477  1.122437
C  -6.206701  -10.911349  2.361073
O  -4.585557  -9.904942  0.895408
H  -6.188562  -8.142451  2.117690
H  -6.448510  -8.079628  0.381258
H  -7.703483  -8.769026  1.432343
H  -6.402952  -10.563668  0.247780
H  -5.755683  -10.444466  3.242793
H  -5.732030  -11.889118  2.243186
H  -7.272505  -11.060806  2.552389
H  -4.205943  -9.457983  1.663834
C  9.404892  6.562288  1.876624
C  8.676898  7.194874  3.052314
C  7.444638  6.391517  3.437053
O  8.289117  8.523879  2.710167
H  8.760032  6.524570  0.992524
H  10.281533  7.155834  1.603609
H  9.730672  5.546176  2.114250
H  9.352812  7.264027  3.909129
H  6.731733  6.347560  2.607270
H  6.924817  6.863430  4.275364
H  7.712226  5.370489  3.721231
H  7.690706  8.473784  1.952923

Atomic forces in eV per Å
O -1.813 3.381 2.659
C 0.423 -2.190 -1.122
C 0.593 0.111 0.332
C -0.182 0.344 -0.033
C 0.091 0.179 -0.413
C 0.569 0.118 0.678
C -0.668 -1.307 -1.656
S -3.468 6.471 2.571
O -0.026 -4.790 0.075
O 3.231 -2.214 -1.848
O -0.959 0.172 -2.468
C 0.546 -2.405 0.184
N -0.245 1.731 -2.546
C -4.222 1.545 -1.135
C -1.100 -1.006 -1.457
C 1.247 -3.704 -1.700
C 3.177 -1.543 1.202
C 1.913 1.405 2.037
C -0.914 3.201 1.333
H 0.817 -0.755 0.973
H 0.021 -1.080 -1.596
H -1.232 0.528 -1.256
H -0.172 0.640 1.819
H 1.547 -0.411 -0.777
H -1.630 -0.084 0.909
H 1.156 0.923 0.850
H 1.892 0.207 0.843
H -0.293 -0.635 1.591
H -0.472 1.415 -1.199
H -1.493 0.185 0.673
H 0.186 0.637 0.202
H -1.474 -0.772 -1.234
H 0.229 -1.823 -0.995
H 1.393 -1.042 0.332
H 1.498 0.703 1.286
H -0.235 1.807 0.941
C 0.012 -0.369 -0.066
C 0.573 0.451 -0.079
C -0.284 0.106 -0.040
O -0.157 -0.064 0.142
H -0.101 0.128 -0.050
H -0.113 0.037 -0.028
H 0.068 0.017 0.050
H 0.087 0.010 0.201
H 0.041 -0.120 -0.067
H 0.033 -0.097 -0.067
H 0.032 0.044 0.054
H -0.135 -0.065 -0.009
C -0.175 -0.066 0.160
C 0.602 0.451 -0.380
C -0.064 -0.350 -0.066
O -0.521 -0.096 -0.007
H 0.071 -0.133 -0.046
H 0.146 -0.092 -0.005
H -0.069 0.127 -0.070
H -0.191 0.056 -0.128
H 0.038 0.068 0.145
H 0.044 0.027 0.101
H -0.037 0.045 -0.065
H -0.003 -0.106 0.153
C 0.210 0.101 -0.006
C -0.113 -0.569 0.514
C -0.202 0.180 -0.175
O 0.169 0.185 -0.175
H -0.166 0.100 0.057
H -0.106 0.075 -0.008
H 0.036 -0.118 -0.002
H 0.051 -0.146 -0.201
H 0.122 0.043 0.130
H 0.039 0.094 0.092
H -0.020 -0.078 -0.050
H 0.003 0.196 0.060
C 0.159 0.047 0.294
C 0.357 0.040 -0.710
C -0.234 -0.119 -0.014
O -0.233 0.126 0.141
H -0.099 -0.123 -0.043
H -0.054 -0.102 -0.019
H 0.000 0.069 -0.034
H -0.076 0.226 -0.021
H 0.147 0.008 0.109
H 0.113 -0.088 0.077
H -0.066 0.041 -0.059
H 0.151 -0.144 0.128
C 0.250 0.186 0.074
C -0.149 -0.605 0.362
C -0.227 0.174 -0.130
O 0.106 0.109 -0.266
H -0.145 0.055 -0.004
H -0.111 0.054 0.004
H 0.033 -0.073 -0.026
H 0.077 -0.146 -0.170
H 0.100 0.059 0.101
H 0.068 0.060 0.079
H -0.003 -0.073 -0.043
H 0.003 0.188 0.010
C -0.125 0.142 -0.235
C 0.082 0.320 0.642
C -0.050 -0.311 -0.018
O 0.090 -0.131 -0.264
H -0.052 -0.125 0.048
H -0.053 -0.098 0.037
H 0.068 0.045 0.016
H 0.239 0.036 -0.013
H -0.099 0.103 -0.061
H -0.086 0.071 -0.051
H 0.075 0.010 0.036
H -0.112 -0.074 -0.122
C 0.307 -0.009 -0.022
C -0.421 -0.197 -0.541
C -0.065 -0.018 0.318
O 0.120 0.217 0.175
H -0.075 -0.078 0.113
H -0.049 -0.062 0.095
H -0.028 0.045 -0.061
H -0.079 0.211 -0.078
H 0.142 -0.060 -0.054
H 0.109 -0.035 -0.024
H -0.069 0.043 -0.043
H 0.115 -0.026 0.142

Summary:
* 2S+1: 1
* charge: 0
* HOMO energy: -8.71 eV
* frontier orbital gap: 9.080 eV
* E: -2619.59968 Eh
* SMILES: O=C(CC[C@@H]1CCS(=O)(=O)OC1)Nc1ccccc1.CC(C)O.CC(C)O.CC(C)O.CC(C)O.CC(C)O.CC(C)O.CC(C)O

These are the Mulliken partial charges, in e, on atoms 1 to 2: number 1, O, carries -0.6545; number 2, C, carries 0.4648


Computed, not measured: a cluster of 13 separate species, C34H74N4O9S9 in total, with ωB97M-V with the def2-TZVPD basis set.

Geometry (Å):
C  2.508314  -4.104450  3.987052
S  1.657585  -4.968190  2.637672
O  1.867608  -3.968544  1.503804
C  2.880884  -6.289946  2.243978
H  3.512065  -3.840500  3.654010
H  2.655952  -4.846473  4.771722
H  1.998089  -3.205096  4.331909
H  2.733996  -7.039976  3.021126
H  3.897779  -5.897482  2.248264
H  2.660707  -6.632047  1.232747
C  1.118755  6.358740  0.956228
S  1.974687  4.977105  0.038065
O  2.828244  4.363468  1.129526
C  0.489382  3.878548  -0.037050
H  1.617703  7.327715  0.971852
H  0.823661  6.133606  1.981088
H  0.120498  6.488865  0.538317
H  0.130838  3.536076  0.933645
H  0.664151  3.037304  -0.707762
H  -0.254265  4.429334  -0.613021
C  5.444638  2.212403  -0.465957
S  5.827240  0.956124  0.835741
O  6.778406  1.764961  1.792874
C  4.167705  1.095082  1.742306
H  6.372149  2.331071  -1.026083
H  5.045174  3.105681  0.014226
H  4.668869  1.789006  -1.103946
H  4.043234  0.423505  2.591775
H  3.538716  0.920123  0.869453
H  4.086346  2.124567  2.091068
C  2.264896  -2.360616  -2.812445
S  3.926315  -2.093551  -2.056752
O  4.534714  -0.841923  -2.729956
C  3.514980  -1.704436  -0.340817
H  1.705510  -1.432101  -2.698156
H  1.842158  -3.151154  -2.192409
H  2.306198  -2.724213  -3.839181
H  2.891416  -0.810828  -0.368041
H  4.523684  -1.554420  0.044047
H  2.949801  -2.472125  0.187699
C  -6.263013  -3.103054  1.000078
S  -5.953889  -3.716078  -0.668037
O  -6.397675  -2.588007  -1.569968
C  -4.110714  -3.752061  -0.460309
H  -5.832239  -2.119157  1.185797
H  -5.900774  -3.856240  1.699782
H  -7.328971  -2.982315  1.193113
H  -3.778624  -2.734515  -0.254342
H  -3.640793  -3.995855  -1.413117
H  -3.852737  -4.357033  0.408908
C  -3.976617  0.568882  0.182666
S  -3.893051  1.349718  1.871623
O  -4.792726  2.564490  1.785317
C  -4.796974  0.026603  2.771234
H  -3.446536  -0.383411  0.166395
H  -3.448193  1.300921  -0.428060
H  -5.017414  0.464092  -0.123674
H  -5.739499  -0.265840  2.308407
H  -5.116468  0.245425  3.790121
H  -4.168423  -0.860507  2.693433
C  -2.341482  -0.764279  -3.428730
S  -1.859304  -0.500972  -5.176573
O  -1.005624  0.753740  -5.258238
C  -0.760928  -1.952911  -5.299459
H  -2.785454  -1.747299  -3.271704
H  -3.017478  0.046233  -3.156315
H  -1.434976  -0.829361  -2.826987
H  -0.425477  -1.990624  -6.335880
H  -1.319197  -2.880347  -5.171738
H  0.076282  -1.991261  -4.602538
C  -0.447760  -1.689901  0.305536
S  0.202445  -0.052327  -0.370043
O  -0.956739  0.825809  -0.767147
C  0.694552  0.610692  1.310518
H  -1.376304  -1.465711  0.830570
H  0.257721  -2.159821  0.990789
H  -0.689332  -2.350404  -0.527207
H  -0.224389  0.870715  1.835909
H  1.221103  1.564628  1.281563
H  1.297062  -0.080080  1.900363
C  1.144168  -6.176769  -1.199315
S  -0.579953  -5.663421  -1.076360
O  -0.592608  -4.217541  -1.597371
C  -1.332884  -6.506234  -2.498799
H  1.711923  -5.839897  -0.331980
H  1.608272  -5.626512  -2.017809
H  1.207489  -7.246967  -1.396219
H  -2.357144  -6.162819  -2.643942
H  -1.592258  -7.564655  -2.475153
H  -0.736028  -6.387197  -3.403053
N  -1.862447  2.934660  -3.756665
C  -2.267608  3.672085  -2.632043
C  -2.358684  5.066664  -3.003803
C  -1.921468  5.115897  -4.364758
C  -1.673463  3.794955  -4.806876
H  -1.507039  1.990173  -3.798255
H  -2.546740  3.150944  -1.728216
H  -2.862280  5.864873  -2.478783
H  -1.779308  6.027085  -4.926827
H  -1.267571  3.333477  -5.694958
N  3.336131  1.929875  -3.485018
C  3.705222  2.994226  -4.329753
C  2.660380  3.847540  -4.425721
C  1.657144  3.390737  -3.599952
C  2.028249  2.149504  -3.042955
H  3.884425  1.126274  -3.213533
H  4.693943  2.980763  -4.764105
H  2.651728  4.694015  -5.096405
H  0.715883  3.913174  -3.513416
H  1.411691  1.480842  -2.460600
N  -1.245801  -0.103468  5.143656
C  -1.443669  -1.045505  4.146971
C  -0.204556  -1.509717  3.837981
C  0.771326  -0.754685  4.513057
C  0.122763  0.174502  5.243586
H  -1.930487  0.417897  5.672308
H  -2.475725  -1.243458  3.897813
H  -0.009312  -2.275178  3.101532
H  1.831323  -0.837579  4.323543
H  0.513889  1.026381  5.779987
N  0.617867  4.808337  4.223621
C  -0.350404  5.556975  4.830146
C  -1.492986  4.770640  4.953168
C  -1.328431  3.578058  4.290568
C  -0.015497  3.606231  3.917416
H  1.556403  5.112794  4.007827
H  -0.090516  6.542423  5.187563
H  -2.412183  5.104452  5.411484
H  -2.066639  2.795022  4.199471
H  0.505294  2.872338  3.320269

Atomic forces in eV per Å
C 0.677 -1.122 0.201
S 1.320 1.445 -1.116
O -0.739 -0.584 0.161
C -0.377 0.672 0.792
H -0.099 0.072 -0.359
H -0.248 0.209 0.412
H -0.364 -0.390 -0.153
H 0.202 -0.319 -0.302
H -0.101 0.147 0.160
H -0.233 -0.180 0.351
C -1.092 -0.012 -0.366
S -0.694 -0.263 2.702
O -0.070 0.106 -1.062
C 0.141 0.476 -1.077
H 0.402 -0.334 -0.394
H 0.727 -0.734 0.111
H 0.085 0.244 -0.650
H 0.120 0.391 0.036
H 0.603 -0.137 0.300
H -0.346 0.308 0.367
C -0.472 -1.154 0.446
S 0.921 3.218 3.072
O -1.373 -2.027 -1.938
C 1.078 0.241 -1.445
H -0.133 0.216 0.156
H 0.379 0.047 0.063
H 0.071 -0.020 -0.192
H 0.219 -0.314 -0.431
H -0.746 -0.099 0.585
H 0.092 0.036 -0.235
C 0.536 0.075 1.180
S 0.606 0.475 -1.998
O -1.157 -1.234 1.338
C -0.379 0.410 -0.908
H -0.114 -0.055 -0.172
H -0.379 0.053 0.037
H 0.443 0.308 0.080
H 0.346 0.279 0.179
H -0.281 0.226 0.449
H 0.300 -0.399 -0.174
C -0.271 -0.225 0.457
S -0.264 1.011 -0.089
O 0.960 -0.901 0.518
C -0.589 1.135 -0.278
H 0.396 -0.184 -0.292
H 0.159 0.110 0.123
H -0.099 -0.247 -0.436
H -0.134 0.200 0.134
H -0.065 -0.581 0.218
H 0.025 -0.363 -0.391
C 0.016 0.456 0.926
S -1.499 0.398 -0.381
O 0.920 -1.142 0.076
C -0.435 -0.425 -0.605
H 0.037 0.105 0.000
H -0.026 -0.259 -0.074
H 0.008 0.037 0.125
H -0.018 0.438 -0.557
H 0.787 0.403 0.090
H 0.162 0.013 0.356
C 0.688 -0.203 -0.340
S 0.295 -0.574 0.291
O -0.499 -0.640 0.648
C -0.122 -0.160 -0.462
H -0.483 0.109 -0.489
H 0.112 -0.166 0.209
H 0.045 0.669 0.058
H 0.262 0.265 0.080
H -0.440 0.197 0.201
H -0.075 0.516 0.006
C -0.293 1.064 -0.569
S -0.039 -0.212 2.076
O 0.108 -0.359 -0.198
C -0.173 0.205 -0.272
H 0.055 0.239 0.170
H 0.216 0.113 -0.298
H 0.291 0.025 -0.052
H -0.317 -0.532 -0.023
H 0.290 -0.144 -0.720
H -0.192 -0.177 -0.266
C 0.182 0.089 -0.575
S -0.359 1.499 -1.106
O 0.048 -1.293 0.728
C -0.345 -1.003 -0.539
H -0.498 -0.192 0.219
H -0.316 -0.090 -0.361
H 0.073 -0.002 0.260
H 0.268 1.035 0.129
H 0.827 -0.426 0.873
H 0.019 0.478 0.114
N -0.524 2.545 0.949
C 0.056 -0.345 -1.834
C 0.522 -1.320 -2.622
C -0.823 0.656 2.164
C 0.653 -1.365 1.526
H 0.065 -0.671 -0.139
H 0.206 0.117 0.123
H 0.448 -0.079 0.293
H -0.219 -0.194 -0.177
H -0.106 0.391 -0.309
N -1.465 1.278 -0.194
C 0.661 -2.291 0.994
C 1.042 0.879 -0.892
C -1.437 -1.463 0.857
C 0.871 1.780 -1.188
H 0.195 -0.244 -0.175
H -0.169 0.118 -0.054
H -0.071 0.140 0.286
H -0.132 -0.239 0.313
H 0.459 -0.151 0.074
N 1.307 1.311 -0.461
C -0.442 0.599 1.925
C -0.252 -1.059 -1.412
C 0.634 -0.137 -0.747
C -1.264 0.018 0.905
H -0.041 -0.134 -0.428
H 0.359 -0.544 -0.198
H 0.026 -0.028 0.072
H 0.005 0.135 0.245
H -0.245 -0.206 0.254
N -2.026 -1.137 -0.084
C -0.144 -0.081 0.791
C -0.718 2.991 0.698
C 1.067 -0.449 0.214
C 1.864 -0.985 -1.711
H -0.195 -0.404 -0.080
H -0.333 -0.065 0.118
H 0.076 0.119 0.031
H 0.299 -0.038 -0.209
H 0.219 -0.036 0.165

Summary:
* 2S+1: 2
* charge: +1
* HOMO energy (alpha / beta): -9.80 / -9.80 eV
* frontier orbital gap (alpha / beta): 7.458 / 3.452 eV
* expectation value of S²: 0.7632
* E: -5819.10221 Eh

These are the Mulliken partial charges, in e, on atoms 1 to 2: number 1, C, carries -0.7690; number 2, S, carries 0.4939